Run 1
{"formula": "C3H6S", "method": "ωB97M-V/def2-TZVPD", "e_lumo_ev": 1.011, "smiles": "C=CSC", "homo_ev": -8.737, "elements": ["C", "C", "S", "C", "H", "H", "H", "H", "H", "H"], "coordinates": [[0.61995, -0.31873, -1.73855], [0.47110, -0.79239, -0.51364], [0.88361, 0.12241, 0.96385], [-0.72742, 0.70824, 1.40868], [1.13599, 0.60985, -1.94506], [0.51411, -1.03480, -2.47955], [0.07681, -1.92816, -0.39289], [-0.60941, 1.21341, 2.39632], [-1.00841, 1.50128, 0.80058], [-1.35633, -0.08111, 1.50026]], "nbo_charge": [-0.38, -0.35, 0.20, -0.73, 0.21, 0.20, 0.21, 0.23, 0.21, 0.21]}



Run 2
{"formula": "C3H6S", "method": "ωB97M-V/def2-TZVPD", "e_lumo_ev": 0.929, "smiles": "C=CCS", "homo_ev": -9.214, "elements": ["C", "C", "C", "S", "H", "H", "H", "H", "H", "H"], "coordinates": [[0.60539, -0.92471, -1.08293], [-0.17329, -0.66431, -0.01206], [-0.56953, 0.50208, 0.71284], [-0.19144, 2.04525, 0.09458], [1.22487, -0.13553, -1.48204], [0.45150, -1.97719, -1.58665], [-0.52083, -1.65208, 0.42238], [-0.26227, 0.42709, 1.82035], [-1.66632, 0.38481, 0.77287], [1.10192, 1.99459, 0.34066]], "nbo_charge": [-0.41, -0.19, -0.64, 0.03, 0.20, 0.22, 0.20, 0.24, 0.25, 0.11]}



run 1 wins, 2.6 kcal/mol ahead of the next structure.



Run 1
{"formula": "C7H10N3O", "method": "ωB97M-V/def2-TZVPD", "e_lumo_ev": -3.042, "homo_ev": -12.541, "charge": 1, "elements": ["C", "C", "C", "C", "C", "C", "C", "N", "N", "N", "O", "H", "H", "H", "H", "H", "H", "H", "H", "H", "H"], "coordinates": [[-2.11894, -1.73950, 1.99870], [-3.18519, -0.97700, 1.47075], [-0.84759, -1.74385, 1.59215], [-2.88175, -0.04504, 0.48742], [-0.64947, -0.89630, 0.57756], [-1.53793, -0.03221, -0.01433], [1.75426, -0.62610, -1.04927], [0.78711, -0.80014, -0.35015], [2.72721, -0.11911, -1.71017], [3.33343, 2.27939, -1.09700], [-1.23529, 0.96940, -0.95873], [-2.49271, -2.47831, 2.74756], [-4.12019, -0.85117, 2.07426], [-0.16084, -2.55089, 1.97281], [-3.59891, 0.63901, 0.12718], [3.19364, 2.92166, -1.88837], [3.43456, -0.67513, -2.11707], [2.90062, 0.97864, -1.50785], [2.57017, 2.30456, -0.35913], [4.22186, 2.12239, -0.72997], [-2.09405, 1.31970, -1.26634]], "nbo_charge": [-0.20, -0.16, -0.27, -0.23, 0.21, 0.26, 0.70, -0.38, -0.84, -1.04, -0.66, 0.24, 0.25, 0.28, 0.23, 0.42, 0.44, 0.43, 0.41, 0.41, 0.50]}



Run 2
{"formula": "C7H10N3O", "method": "ωB97M-V/def2-TZVPD", "e_lumo_ev": [-5.191, -5.190], "homo_ev": [-13.114, -13.114], "charge": 1, "elements": ["C", "C", "C", "C", "C", "C", "C", "N", "N", "N", "O", "H", "H", "H", "H", "H", "H", "H", "H", "H", "H"], "coordinates": [[-2.09245, 2.03012, 0.98137], [-0.41181, 0.45280, -0.78178], [0.48800, -0.92603, -2.31315], [1.09005, -1.24299, -0.93828], [0.77064, -1.67457, -3.42572], [0.60360, -0.41491, 1.35767], [0.04616, 0.76239, 2.21478], [-0.35219, 0.19050, -2.04832], [0.37617, -0.42226, -0.08725], [-1.42625, 1.13983, 2.06395], [2.00910, -1.98270, -0.65762], [-1.53385, 2.93852, 0.80639], [0.39125, -1.30696, -4.43928], [1.34007, -2.57264, -3.30788], [1.68545, -0.38308, 1.36778], [0.37886, -1.37478, 1.78837], [0.24627, 0.41815, 3.22477], [0.58101, 1.69713, 1.99728], [-0.66575, 0.81596, -2.70943], [-1.56918, 1.63967, 2.98115], [-1.95513, 0.21587, 1.92519]], "nbo_charge": [0.14, 0.28, 0.00, 0.64, -0.27, -0.24, -0.23, -0.56, -0.48, -0.67, -0.52, 0.11, 0.23, 0.25, 0.26, 0.23, 0.24, 0.24, 0.43, 0.46, 0.46]}



Run 3
{"formula": "C7H10N3O", "method": "ωB97M-V/def2-TZVPD", "e_lumo_ev": -3.293, "smiles": "Nc1cc2n(c1)[C@@H]1O[C@@H]1[NH2+]C2", "homo_ev": -11.081, "charge": 1, "elements": ["N", "C", "C", "C", "N", "C", "C", "O", "C", "N", "C", "H", "H", "H", "H", "H", "H", "H", "H", "H", "H"], "coordinates": [[3.57494, 0.61947, 0.40202], [2.23943, 0.47348, 0.14531], [1.51403, -0.74866, 0.21414], [0.19454, -0.46258, -0.00595], [0.07635, 0.89299, -0.22806], [1.32851, 1.46768, -0.12410], [-1.13320, 1.54566, -0.42663], [-2.00326, 1.74973, 0.67654], [-2.44090, 0.68065, -0.09002], [-2.16748, -0.62979, 0.53661], [-1.01110, -1.32856, -0.12310], [4.13787, -0.21120, 0.31846], [4.01469, 1.46032, 0.06682], [1.92879, -1.72064, 0.38692], [1.45575, 2.52425, -0.22465], [-1.18862, 2.29969, -1.20138], [-3.35413, 0.77899, -0.65520], [-3.01079, -1.21591, 0.53602], [-1.90634, -0.43241, 1.51773], [-1.28438, -1.50568, -1.16788], [-0.83140, -2.28776, 0.36383]], "nbo_charge": [-0.79, 0.14, -0.26, 0.07, -0.38, -0.12, 0.27, -0.45, 0.16, -0.52, -0.24, 0.39, 0.40, 0.24, 0.23, 0.23, 0.23, 0.45, 0.46, 0.24, 0.26]}



Run 4
{"formula": "C7H10N3O", "method": "ωB97M-V/def2-TZVPD", "e_lumo_ev": -3.444, "homo_ev": -13.169, "charge": 1, "elements": ["C", "C", "C", "C", "C", "C", "C", "N", "N", "N", "O", "H", "H", "H", "H", "H", "H", "H", "H", "H", "H"], "coordinates": [[-1.35127, 2.85824, -0.94951], [-0.69926, 1.69470, -1.00138], [-0.16873, 2.83263, 0.79685], [0.64565, 0.58003, 0.65791], [-0.31529, -1.77680, -1.15305], [-0.90278, -2.08230, 0.23770], [0.39356, -1.44824, 0.13338], [-0.97941, 3.57440, 0.15724], [0.01590, 1.64189, 0.16289], [1.66855, -1.82378, 0.71408], [1.41055, 0.48947, 1.55176], [-1.90374, 3.27235, -1.82110], [-0.83325, 0.98427, -1.80820], [0.18891, 3.09080, 1.75179], [-0.04532, -2.71876, -1.52870], [-0.65348, -1.08674, -1.85158], [-1.62031, -1.46091, 0.51590], [-0.95566, -3.04823, 0.71934], [2.02781, -0.88542, 1.36164], [2.44422, -2.03364, -0.00963], [1.63337, -2.65395, 1.36267]], "nbo_charge": [-0.04, -0.11, 0.20, 0.78, -0.41, -0.42, 0.09, -0.37, -0.45, -0.76, -0.55, 0.24, 0.24, 0.23, 0.23, 0.24, 0.23, 0.24, 0.48, 0.45, 0.45]}



run 3 wins, 16.6 kcal/mol ahead of the next structure.



Run 1
{"formula": "C5H12", "method": "ωB97M-V/def2-TZVPD", "e_lumo_ev": 1.112, "smiles": "C=CC.CC", "homo_ev": -9.555, "elements": ["C", "C", "C", "H", "H", "H", "H", "H", "H", "C", "C", "H", "H", "H", "H", "H", "H"], "coordinates": [[-1.51149, 0.62488, 0.60470], [-0.75925, 1.72339, 0.53466], [-1.27719, 3.14870, 0.46270], [-1.28869, -0.24849, 1.21128], [-2.52197, 0.66218, 0.19733], [0.22671, 1.65050, 1.01874], [-1.40304, 3.58590, 1.44217], [-0.55590, 3.82325, -0.03774], [-2.08439, 3.12138, -0.26040], [1.86140, -1.88953, -1.08895], [1.38848, -3.18355, -0.32718], [2.92250, -1.66243, -0.94686], [1.28540, -0.97807, -0.87020], [1.66184, -2.08953, -2.14714], [1.52138, -3.12534, 0.75483], [0.32390, -3.31393, -0.52512], [1.86222, -3.98672, -0.90434]], "nbo_charge": [-0.40, -0.17, -0.65, 0.20, 0.18, 0.18, 0.23, 0.21, 0.22, -0.61, -0.61, 0.20, 0.20, 0.20, 0.21, 0.20, 0.21]}



Run 2
{"formula": "C5H12", "method": "ωB97M-V/def2-TZVPD", "e_lumo_ev": 1.157, "smiles": "CCC(C)C", "homo_ev": -10.540, "elements": ["C", "C", "C", "C", "C", "H", "H", "H", "H", "H", "H", "H", "H", "H", "H", "H", "H"], "coordinates": [[-0.36621, -1.43758, 1.48990], [0.39669, -0.20228, 1.05685], [-0.26719, 0.53097, -0.16801], [0.56442, 1.64492, -0.69845], [-0.37921, -0.38108, -1.41671], [-0.25802, -1.41201, 2.78879], [0.13298, -2.43553, 0.97295], [-1.53886, -1.21176, 1.04162], [0.24492, 0.58517, 1.76595], [1.40410, -0.48130, 0.93181], [-1.26363, 0.85827, 0.05355], [1.62666, 1.23280, -0.98033], [0.73699, 2.44185, 0.01920], [0.24419, 2.17827, -1.68178], [-1.13664, 0.02470, -2.16721], [0.64079, -0.48150, -1.98067], [-0.78198, -1.45391, -1.02745]], "nbo_charge": [-0.62, -0.43, -0.24, -0.60, -0.61, 0.22, 0.22, 0.21, 0.20, 0.21, 0.20, 0.20, 0.20, 0.21, 0.21, 0.21, 0.20]}



Run 3
{"formula": "C5H12", "method": "ωB97M-V/def2-TZVPD", "e_lumo_ev": 1.089, "homo_ev": -6.810, "elements": ["C", "C", "C", "C", "C", "H", "H", "H", "H", "H", "H", "H", "H", "H", "H", "H", "H"], "coordinates": [[1.13106, -0.86543, -0.81575], [0.41294, 0.24218, 0.59719], [-0.61889, -0.50281, -1.09810], [-0.53350, -0.39096, 1.56665], [0.11896, 1.66735, 0.25408], [1.45773, -1.60615, -0.08841], [1.91628, -0.13417, -0.99826], [1.04341, -1.42752, -1.77137], [-0.95173, -1.53764, -1.18707], [-0.50689, -0.04732, -2.08287], [-1.40705, 0.04232, -0.57976], [-0.41723, -1.47975, 1.62270], [-0.24406, 0.00946, 2.54848], [-1.61107, -0.16347, 1.42751], [-0.94684, 1.92705, 0.08546], [0.45737, 2.24539, 1.12556], [0.69951, 2.02149, -0.60600]], "nbo_charge": [-0.56, 0.08, -0.61, -0.72, -0.72, 0.22, 0.22, 0.18, 0.22, 0.22, 0.21, 0.22, 0.24, 0.16, 0.16, 0.24, 0.22]}



Run 4
{"formula": "C5H12", "method": "ωB97M-V/def2-TZVPD", "e_lumo_ev": 1.202, "smiles": "C=C.CCC", "homo_ev": -10.224, "elements": ["C", "C", "H", "H", "H", "H", "C", "C", "C", "H", "H", "H", "H", "H", "H", "H", "H"], "coordinates": [[-2.89802, 0.13877, 1.03785], [-2.51079, 0.31755, -0.21876], [-3.77638, -0.45686, 1.24670], [-2.40581, 0.59301, 1.88700], [-3.08485, -0.18928, -0.97596], [-1.65258, 0.93959, -0.41821], [1.34646, 0.87315, -1.00771], [1.38717, -0.65157, -0.62241], [1.69860, -0.79715, 0.86662], [1.01549, 1.58411, -0.25112], [0.56700, 1.01561, -1.76213], [2.34887, 1.16376, -1.30497], [2.21635, -1.00347, -1.23376], [0.49206, -1.11093, -1.02694], [1.32758, -1.69291, 1.36298], [2.77180, -0.70917, 1.01561], [1.15704, -0.01422, 1.40521]], "nbo_charge": [-0.38, -0.40, 0.19, 0.19, 0.20, 0.20, -0.61, -0.40, -0.61, 0.20, 0.21, 0.21, 0.20, 0.20, 0.21, 0.21, 0.20]}



run 4 wins, 4.7 kcal/mol ahead of the next structure.



Run 1
{"formula": "C5H12", "method": "ωB97M-V/def2-TZVPD", "e_lumo_ev": 1.234, "smiles": "CCC(C)C", "homo_ev": -10.951, "elements": ["C", "C", "C", "C", "C", "H", "H", "H", "H", "H", "H", "H", "H", "H", "H", "H", "H"], "coordinates": [[0.69360, 1.70613, -0.89252], [-0.50655, 0.83251, -0.50736], [-0.24847, -0.22102, 0.59498], [1.13170, -0.87218, 0.46366], [-1.31866, -1.32721, 0.54470], [0.33884, 2.67966, -1.21612], [1.45364, 1.85160, -0.12597], [1.22269, 1.26679, -1.74588], [-1.32315, 1.46850, -0.15877], [-0.86325, 0.33615, -1.40656], [-0.29034, 0.33439, 1.53018], [1.19293, -1.70258, 1.16978], [1.93620, -0.19372, 0.75875], [1.30098, -1.26353, -0.54026], [-0.98829, -2.15455, -0.09722], [-2.25196, -1.01260, 0.08301], [-1.47992, -1.72836, 1.54561]], "nbo_charge": [-0.62, -0.39, -0.21, -0.61, -0.61, 0.21, 0.20, 0.20, 0.20, 0.19, 0.19, 0.21, 0.21, 0.20, 0.20, 0.21, 0.21]}



Run 2
{"formula": "C5H12", "method": "ωB97M-V/def2-TZVPD", "e_lumo_ev": -0.470, "homo_ev": -7.090, "elements": ["C", "C", "C", "C", "C", "H", "H", "H", "H", "H", "H", "H", "H", "H", "H", "H", "H"], "coordinates": [[1.76736, 0.76335, 0.57546], [0.78836, 0.41980, -0.44740], [-1.99513, -0.53679, -0.61988], [-1.98918, 0.56589, 0.62948], [1.60776, -1.00424, -0.15197], [2.69462, -1.05964, -0.20718], [1.63924, 1.20756, 1.62562], [1.03472, 0.80103, -1.45432], [-1.31413, -0.20082, -1.33932], [-3.02346, -0.61642, -1.07374], [-1.64761, -1.48930, -0.21674], [-1.53687, 1.48188, 0.21592], [-1.39756, 0.32131, 1.49905], [-3.03625, 0.75814, 0.97890], [2.81070, 0.86796, 0.22599], [1.34378, -1.75510, -1.02462], [1.35783, -1.56469, 0.85628]], "nbo_charge": [-0.05, -0.56, -0.60, -0.61, -0.68, 0.19, 0.22, 0.19, 0.22, 0.19, 0.19, 0.21, 0.19, 0.19, 0.15, 0.32, 0.24]}



run 1 wins, 155.7 kcal/mol ahead of the next structure.



Run 1
{"formula": "C4H10NO2", "method": "ωB97M-V/def2-TZVPD", "e_lumo_ev": 3.804, "smiles": "N[C@H](C[O-])CCO", "homo_ev": -2.506, "charge": -1, "elements": ["N", "C", "C", "O", "C", "C", "O", "H", "H", "H", "H", "H", "H", "H", "H", "H", "H"], "coordinates": [[1.47657, 0.92561, -0.06148], [0.34646, 0.10066, 0.49559], [0.83695, -0.74977, 1.75338], [1.22106, 0.01395, 2.76931], [-0.29230, -0.68162, -0.64609], [-1.02268, 0.22569, -1.58113], [-2.46459, 0.28021, -1.33639], [2.30403, 0.70900, 0.47820], [1.14739, 1.87471, 0.00379], [-0.30776, 0.84413, 0.96219], [1.73140, -1.32405, 1.34342], [-0.02501, -1.44392, 1.85990], [0.49476, -1.24151, -1.14249], [-1.08109, -1.38487, -0.33262], [-0.72398, 1.28281, -1.49636], [-1.03047, 0.10109, -2.66573], [-2.61073, 0.46788, -0.40347]], "nbo_charge": [-0.89, -0.09, 0.00, -0.95, -0.47, -0.05, -0.76, 0.38, 0.35, 0.16, 0.06, 0.07, 0.21, 0.20, 0.16, 0.17, 0.46]}



Run 2
{"formula": "C4H10NO2", "method": "ωB97M-V/def2-TZVPD", "e_lumo_ev": 3.141, "homo_ev": -3.798, "charge": -1, "elements": ["C", "C", "C", "O", "N", "C", "O", "H", "H", "H", "H", "H", "H", "H", "H", "H", "H"], "coordinates": [[0.67497, -0.13048, -0.78147], [-0.45309, -0.16954, 0.24871], [-1.26917, 0.96219, 0.24517], [0.57881, 3.00618, 0.07779], [1.01551, -1.33670, -1.78268], [-0.07828, -1.89833, -1.42307], [0.54683, -1.62012, 2.13350], [0.60048, 0.79268, -1.35528], [1.59679, -0.14029, -0.20683], [-0.38378, -0.85900, 1.14114], [-0.20231, 0.94737, 0.85659], [0.84013, 3.92939, 0.12728], [-1.09755, 1.77604, -0.46557], [-2.07112, 1.19280, 0.93079], [-0.16401, -2.81907, -0.81194], [-1.07259, -1.61725, -1.84805], [0.93838, -2.01585, 2.91392]], "lowdin_charge": [-0.15, -0.15, 0.04, -0.53, -0.03, -0.15, -0.49, 0.10, 0.13, 0.03, 0.17, -0.18, 0.07, 0.10, 0.09, 0.09, -0.14]}



run 1 wins, 166.5 kcal/mol ahead of the next structure.



Run 1
{"formula": "C3H7OS", "method": "ωB97M-V/def2-TZVPD", "e_lumo_ev": [0.614, -2.112], "multiplicity": 2, "homo_ev": [-9.140, -9.136], "elements": ["C", "S", "H", "H", "H", "C", "C", "O", "H", "H", "H", "H"], "coordinates": [[-1.70285, -0.79255, -2.07860], [-1.26043, 0.86052, -2.71799], [-2.79130, -0.85388, -2.04801], [-1.11915, -1.52564, -2.61955], [-1.33875, -0.77683, -1.04016], [1.51396, 1.16207, 2.13540], [0.96155, 0.44145, 1.18757], [1.05319, -0.92449, 1.21976], [1.60098, 2.24658, 2.19419], [1.98276, 0.69035, 3.00187], [0.37166, 0.79923, 0.35114], [0.72839, -1.32681, 0.41437]], "lowdin_spin": [0.10, 0.86, 0.00, 0.01, 0.03, 0.00, 0.00, 0.00, 0.00, 0.00, 0.00, 0.00]}



Run 2
{"formula": "C3H7OS", "method": "ωB97M-V/def2-TZVPD", "e_lumo_ev": [0.742, -2.386], "multiplicity": 2, "homo_ev": [-9.417, -9.086], "elements": ["O", "C", "H", "H", "C", "C", "S", "H", "H", "H", "H", "H"], "coordinates": [[0.37848, 1.76186, -2.37104], [0.44719, 2.30014, -1.29232], [-0.42236, 2.73549, -0.76149], [1.41843, 2.69060, -0.93571], [-0.22824, -1.86239, 0.19683], [-0.34176, -0.69865, 1.17926], [0.70800, 0.69300, 0.62555], [0.83004, -1.95275, -0.06755], [-0.76875, -1.61862, -0.72156], [-0.62654, -2.78460, 0.62744], [-0.02780, -0.93102, 2.19808], [-1.36668, -0.33307, 1.32251]], "lowdin_spin": [0.00, 0.03, 0.01, 0.00, 0.03, 0.08, 0.83, 0.01, 0.00, 0.00, 0.00, 0.02]}



run 1 wins, 2.8 kcal/mol ahead of the next structure.